Formula: C27H21Cl3GeKNS2Sb
Source: OMol25
Level of theory: ωB97M-V/def2-TZVPD

Last column: Mulliken spin population.
Cartesian coordinates (Å):
K 1.357 -3.019 -0.641  0.01
S -1.537 0.341 -3.041  0.05
C -0.086 0.729 -3.860  -0.01
C 0.766 -0.324 -3.886  0.00
C 0.260 -1.506 -3.235  0.13
C -0.991 -1.274 -2.719  0.07
C -1.882 -2.124 -1.896  0.01
C -3.231 -2.261 -2.213  0.00
C -4.054 -2.991 -1.373  0.00
C -3.510 -3.565 -0.237  0.00
C -2.156 -3.391 -0.006  0.00
N -1.356 -2.686 -0.801  0.00
H 0.065 1.710 -4.282  0.00
H 1.731 -0.287 -4.374  0.00
H -3.615 -1.807 -3.117  0.00
H -5.104 -3.111 -1.604  0.00
H -4.112 -4.138 0.454  0.00
H -1.692 -3.828 0.872  0.00
S 2.157 -1.618 1.985  0.00
Sb 1.149 0.370 1.653  0.00
C 1.790 1.236 -0.158  0.00
C 2.798 0.572 -0.850  0.00
C 3.317 1.123 -2.014  0.00
C 2.843 2.341 -2.476  0.00
C 1.830 3.003 -1.791  0.00
C 1.297 2.451 -0.637  0.00
C 1.549 1.772 3.168  0.00
C 1.704 3.124 2.883  0.00
C 1.949 4.019 3.916  0.00
C 2.038 3.564 5.223  0.00
C 1.893 2.213 5.505  0.00
C 1.652 1.311 4.478  0.00
C -0.939 0.134 1.569  0.00
C -1.570 -0.583 2.583  0.00
C -2.936 -0.810 2.516  0.00
C -3.669 -0.336 1.434  0.00
C -3.039 0.370 0.420  0.00
C -1.672 0.611 0.487  0.00
H 3.186 -0.369 -0.477  0.00
H 4.090 0.593 -2.555  0.00
H 3.255 2.774 -3.378  0.00
H 1.452 3.948 -2.159  0.00
H 0.500 2.972 -0.117  0.00
H 1.652 3.485 1.863  0.00
H 2.074 5.072 3.697  0.00
H 2.231 4.264 6.025  0.00
H 1.976 1.858 6.524  0.00
H 1.565 0.253 4.693  0.00
H -0.996 -0.987 3.410  0.00
H -3.429 -1.368 3.303  0.00
H -4.733 -0.523 1.380  0.00
H -3.605 0.727 -0.432  0.00
H -1.185 1.138 -0.325  0.00
Cl 2.192 -4.420 -5.751  0.26
Ge 1.206 -3.168 -3.969  0.44
Cl 0.377 -4.845 -2.745  0.04
Cl 3.194 -2.737 -2.924  0.01

The HOMO energy (alpha / beta) comes out at -6.162 / -8.790 eV. The total energy comes out at -168449.289 eV. As for the multiplicity: 2. As for the energy relative to the best compared isomer or geometry (same formula, charge and spin): 0.0 kJ/mol. Its net charge is 0. The value obtained for the gap between HOMO and LUMO (alpha / beta) is 0.2302 / 0.3104 Eh. The calculation puts the maximum force at 0.601 eV Å⁻¹.